Molecular formula: C5H15N2
Method: DFT, ωB97M-V/def2-TZVPD

Net charge = +1
Energy relative to the best compared isomer or geometry (same formula, charge and spin) = 391.4 kJ/mol
E_HOMO = -13.814 eV
Frontier orbital gap = 6.4 eV
Max |F| = 0.09818 Eh/bohr

Atoms and positions in Å:
H 2.032 1.304 -2.921
C 0.208 0.184 0.169
H -2.393 0.037 1.314
H -3.004 -1.139 0.113
C -1.105 -0.057 -0.448
H -0.405 -0.131 3.763
N -0.719 0.585 3.115
H 0.716 -1.109 -2.341
C 1.398 -0.553 -0.382
C 1.460 -0.425 -1.931
H 2.417 -0.824 -2.267
C -2.120 -0.697 0.567
H 1.018 1.524 -1.636
H -0.018 0.655 2.384
H -1.007 -0.699 -1.324
H 1.400 -1.615 -0.100
H -0.700 1.456 3.634
H -1.549 0.884 -0.784
H 2.320 -0.118 0.013
N 1.231 0.944 -2.424
H -1.524 -1.446 1.100
H 0.345 1.241 0.386

Forces on the atoms, in the same order (eV/Å):
-0.014 0.158 0.058
-0.151 0.450 -5.026
-0.123 0.119 0.018
0.292 0.100 -0.351
-0.425 -0.351 0.542
-0.015 -0.062 -0.081
-0.010 -0.097 0.021
-0.129 0.070 -0.013
0.381 0.374 2.224
-0.692 0.103 -0.956
0.131 0.080 0.301
0.689 -0.353 0.768
0.172 0.772 -0.280
0.254 0.158 0.470
0.123 -0.311 0.320
-0.239 0.017 -0.261
-0.008 0.072 -0.146
0.213 0.269 0.266
-0.131 -0.035 0.179
0.129 -1.080 0.522
-0.652 -0.242 -0.024
0.205 -0.212 1.449

Results of the Löwdin charge analysis, in e, for atoms 1 through 5: number 1, H, carries 0.089; number 2, C, carries 0.114; number 3, H, carries 0.059; number 4, H, carries 0.095; number 5, C, carries -0.181